{
  "formula": "C3H11ClN2Si",
  "method": "the ωB97M-V functional and the def2-TZVPD basis",
  "symbols": ["N", "H", "N", "H", "H", "C", "H", "C", "Si", "H", "H", "H", "C", "Cl", "H", "H", "H", "H"],
  "xyz": [[0.513, 0.150, 1.277], [-2.024, -0.948, 1.254], [-1.322, 0.268, -0.811], [1.472, 2.162, 1.566], [0.272, 1.875, 0.290], [-0.292, 0.343, -1.752], [-3.207, -1.407, -1.028], [1.569, -0.555, 0.749], [-2.022, -1.153, -0.206], [0.095, -0.592, -2.043], [1.906, -1.308, 1.379], [1.280, -1.220, -0.203], [0.540, 1.577, 1.343], [-0.879, -2.922, -0.157], [2.532, -0.189, 0.421], [0.533, 0.957, -1.468], [-0.191, 2.018, 1.994], [-0.776, 0.942, -2.605]],
  "atomic_forces_ev_per_a": [[-0.99, 0.87, 0.94], [-0.83, 0.08, -0.19], [0.12, 0.29, 0.47], [-0.08, -1.11, -0.18], [0.11, 0.25, 0.86], [-1.60, 1.42, -1.48], [-0.27, -0.10, 0.13], [0.71, -1.68, -3.71], [0.54, -0.59, 1.29], [0.53, -1.19, -0.87], [0.05, -1.75, 1.75], [0.03, 1.32, 1.87], [0.83, 0.90, -1.58], [-0.16, 0.16, -0.55], [0.22, 1.68, -0.09], [0.63, 0.73, 0.51], [-0.71, -0.33, 0.30], [0.87, -0.95, 0.53]],
  "relative_energy_ev": 5.9567,
  "total_charge": 0,
  "homo_energy_ev": [-9.5, -9.1],
  "multiplicity": 1,
  "gap_ev": [9.29, 8.10]
}

=====

{
  "formula": "C38H30IrN8O",
  "method": "the ωB97M-V functional and the def2-TZVPD basis",
  "symbols": ["C", "C", "H", "H", "N", "C", "N", "N", "H", "C", "C", "C", "H", "C", "O", "H", "Ir", "C", "H", "H", "C", "N", "C", "H", "C", "C", "C", "C", "C", "C", "C", "H", "C", "C", "C", "N", "H", "C", "H", "C", "H", "C", "H", "H", "C", "N", "H", "H", "H", "H", "H", "N", "C", "H", "H", "H", "N", "C", "C", "C", "C", "H", "C", "C", "C", "H", "C", "C", "H", "H", "H", "H", "C", "C", "H", "C", "C", "H"],
  "xyz": [[0.383, -0.438, -0.332], [-0.607, 0.974, 2.739], [-0.863, -3.849, 3.980], [0.372, 3.843, -2.055], [1.170, -1.292, 0.359], [-4.184, 2.679, -4.465], [-1.935, 2.062, -2.639], [1.915, 1.233, 0.335], [1.593, -3.260, 0.786], [-1.023, 1.422, -1.845], [0.884, -2.589, 0.321], [-5.184, 2.900, -5.387], [3.818, 2.538, 4.648], [5.440, -1.003, 1.820], [-6.972, 1.942, -6.695], [5.144, -4.515, 3.301], [2.286, -0.278, 1.991], [-2.886, 1.136, -3.009], [4.578, 0.752, 0.948], [-6.328, 3.487, -7.936], [1.945, 3.387, -0.686], [4.241, -1.474, 2.202], [-1.485, 0.113, -1.759], [-4.681, -0.609, -3.854], [2.458, 2.431, 0.196], [-1.991, 0.842, 2.669], [0.789, 3.112, -1.375], [1.123, -4.656, 3.854], [-0.381, -1.335, 2.974], [-0.754, -0.869, -1.024], [6.579, -1.797, 1.938], [-3.545, 3.514, -4.197], [2.781, -3.101, 3.120], [0.820, 0.910, -0.392], [-5.844, 0.582, -5.191], [3.485, 1.889, 3.954], [2.452, 4.333, -0.808], [-0.254, -3.095, -0.310], [3.328, 2.656, 0.800], [-1.741, -1.525, 2.857], [0.836, -5.647, 4.182], [6.474, -3.068, 2.460], [3.185, -5.158, 3.603], [7.347, -3.702, 2.542], [-1.096, -2.229, -0.970], [0.177, -0.118, 2.842], [-2.609, 1.727, 2.603], [-3.628, -0.535, 2.578], [-8.030, 2.992, -8.046], [0.470, 2.541, 1.746], [-1.994, -2.569, -1.470], [-2.621, -0.048, -2.472], [-3.983, 1.415, -3.906], [5.955, 1.054, 2.028], [0.810, 2.386, 3.467], [-5.312, 3.883, -5.815], [1.845, -2.155, 2.982], [4.131, -2.709, 2.726], [2.441, -4.379, 3.539], [0.557, -2.424, 3.239], [5.551, 0.382, 1.266], [-0.452, -4.157, -0.278], [-7.206, 3.178, -7.366], [-6.019, 1.845, -5.776], [-4.842, 0.371, -4.282], [6.237, 0.404, 0.421], [0.166, -3.663, 3.713], [-2.558, -0.416, 2.680], [-1.931, 3.030, -2.911], [7.535, -1.408, 1.616], [-6.511, -0.212, -5.497], [-2.172, -2.515, 2.902], [3.088, 1.136, 3.184], [0.025, 2.330, 2.716], [-7.479, 3.963, -6.659], [0.173, 1.853, -1.216], [5.229, -3.529, 2.870], [-0.716, 3.098, 2.924]],
  "atomic_forces_ev_per_a": [[-0.08, 0.01, -0.07], [0.00, 0.06, -0.04], [-0.02, -0.01, -0.06], [-0.02, 0.03, 0.04], [0.53, -0.76, 1.32], [0.07, -0.10, 0.06], [0.01, -0.04, -0.07], [1.03, -0.40, 1.40], [-0.09, -0.01, 0.10], [0.14, -0.09, 0.15], [0.05, -0.05, -0.22], [-0.10, 0.15, -0.11], [0.05, 0.06, -0.04], [0.03, -0.01, -0.11], [-0.21, -0.19, -0.02], [-0.07, 0.00, 0.01], [-2.30, -1.40, -0.53], [0.09, -0.06, 0.01], [0.08, -0.03, -0.12], [0.02, -0.05, 0.01], [-0.17, -0.03, -0.10], [-0.26, 1.63, -1.33], [-0.06, 0.30, -0.04], [-0.07, -0.02, -0.02], [0.20, 0.08, 0.06], [0.05, -0.12, 0.11], [0.13, -0.08, 0.15], [-0.02, -0.01, -0.04], [-0.16, -0.09, 0.00], [-0.14, -0.03, -0.13], [-0.05, -0.04, 0.10], [-0.03, 0.04, -0.03], [-0.04, -0.23, -0.04], [-0.10, 0.21, -0.02], [-0.14, -0.04, -0.10], [0.09, 0.19, -0.19], [0.03, -0.01, 0.06], [0.02, 0.10, -0.16], [0.00, 0.00, -0.02], [-0.07, 0.03, 0.13], [0.02, 0.02, 0.07], [0.02, 0.04, -0.07], [0.04, 0.03, 0.04], [0.00, 0.00, 0.04], [0.10, -0.06, 0.09], [0.85, 1.28, -1.28], [0.03, 0.02, -0.02], [0.00, -0.02, 0.00], [-0.01, 0.00, 0.02], [-0.09, 0.07, 0.01], [0.00, 0.00, -0.02], [-0.02, -0.19, 0.03], [-0.07, 0.12, -0.07], [0.01, 0.00, -0.01], [-0.05, 0.06, 0.05], [0.02, 0.00, 0.01], [0.74, 1.38, 0.20], [0.14, -0.06, 0.10], [-0.11, -0.03, -0.01], [-0.11, -0.11, 0.09], [-0.01, -0.06, 0.06], [0.05, -0.01, -0.05], [0.11, 0.17, 0.03], [0.30, 0.10, 0.11], [0.11, 0.00, 0.08], [-0.02, 0.01, -0.02], [0.10, -0.02, 0.01], [-0.06, 0.06, 0.00], [-0.01, -0.03, -0.05], [-0.01, 0.03, -0.02], [0.03, -0.04, 0.02], [0.03, -0.02, 0.05], [-0.53, -1.71, 0.54], [0.04, -0.10, -0.02], [-0.05, -0.03, 0.02], [-0.13, 0.13, -0.15], [0.13, -0.01, 0.04], [0.00, 0.00, 0.02]],
  "relative_energy_ev": 2.1447,
  "total_charge": 3,
  "homo_energy_ev": -13.6,
  "multiplicity": 1,
  "gap_ev": 4.15
}

=====

{
  "formula": "C19H37N5O9P2PtS2",
  "method": "the ωB97M-V functional and the def2-TZVPD basis",
  "symbols": ["C", "H", "H", "N", "H", "C", "C", "H", "N", "C", "H", "H", "N", "H", "C", "C", "O", "C", "H", "P", "H", "H", "H", "O", "O", "P", "H", "H", "C", "C", "H", "O", "N", "H", "C", "H", "H", "S", "C", "C", "Pt", "H", "H", "H", "N", "H", "H", "H", "H", "S", "O", "H", "H", "C", "H", "H", "O", "C", "C", "C", "H", "H", "H", "O", "H", "H", "H", "O", "C", "H", "C", "H", "C", "O", "H"],
  "xyz": [[1.316, 0.763, -3.480], [-1.851, 2.306, 2.722], [0.549, 1.161, -5.437], [0.081, 2.925, 2.082], [-4.594, -4.227, 1.195], [-0.136, -1.574, -3.578], [-3.712, -3.592, 1.200], [-0.841, 3.167, 3.910], [-1.678, -1.172, 0.188], [-1.071, 3.370, -2.755], [-4.142, 1.891, 1.324], [-3.319, 0.962, -2.214], [1.123, 4.580, 0.272], [0.284, 5.535, 1.899], [-3.642, -2.812, -0.121], [-3.526, -3.779, -1.303], [2.048, 0.252, 0.190], [-1.129, 3.118, 2.858], [-4.563, 3.568, 1.751], [-2.360, 2.668, -0.448], [-0.765, -0.947, -5.526], [-2.515, -4.176, -1.348], [3.016, 5.096, -0.422], [1.075, -2.214, 0.035], [3.094, 1.599, -1.493], [0.151, 3.273, 0.446], [-2.478, 1.390, -3.722], [-3.772, -2.914, 2.050], [0.800, 1.721, 2.456], [1.362, -0.114, -2.403], [-3.728, -3.264, -2.240], [1.733, -3.594, -1.872], [-2.172, 2.674, -2.111], [-5.331, 4.493, -1.033], [-2.391, 1.338, -2.638], [-4.798, -1.304, -1.178], [1.736, 5.250, -1.644], [0.748, -2.712, -1.315], [-4.280, 4.511, -0.742], [-4.609, 2.806, 0.969], [0.036, -0.163, 0.015], [1.774, 6.281, 1.277], [1.004, 1.745, 3.525], [0.234, 0.798, 2.220], [-3.906, 3.216, -0.225], [-5.763, -2.518, -0.328], [-1.580, 0.649, -2.374], [2.313, 3.633, -1.136], [-0.677, -2.508, -3.587], [2.650, 0.254, -1.180], [-1.380, 3.846, 0.118], [-0.136, 2.802, -2.711], [-5.656, 2.613, 0.728], [-0.184, -0.697, -4.648], [-1.345, 3.537, -3.799], [-3.666, 4.729, -1.612], [-2.150, 1.395, 0.264], [2.095, 4.650, -0.802], [-2.482, -1.964, -0.040], [0.836, 5.798, 0.997], [1.930, 1.648, -3.420], [-1.601, 4.057, 2.578], [0.239, 6.502, 0.405], [0.449, 2.193, -0.507], [-4.960, -1.224, 0.576], [1.738, 1.680, 1.906], [-4.142, 5.302, 0.003], [-0.610, -3.250, -1.343], [0.641, -1.298, -2.459], [-4.241, -4.590, -1.180], [0.549, 0.480, -4.598], [-0.918, 4.331, -2.268], [-4.870, -1.900, -0.271], [3.637, -0.765, -1.374], [-2.828, -4.214, 1.312]],
  "atomic_forces_ev_per_a": [[-0.07, 0.14, -0.03], [0.04, -0.02, -0.02], [-0.01, 0.07, -0.04], [-0.34, -0.06, -0.94], [-0.07, -0.04, -0.03], [-0.13, 0.02, -0.10], [0.09, 0.03, 0.01], [-0.08, 0.03, -0.03], [-0.84, -0.15, -1.02], [0.19, 0.18, -0.09], [-0.19, -0.06, 0.18], [-0.10, -0.23, -0.14], [-0.25, -0.68, -0.07], [0.03, 0.20, 0.11], [-0.81, -0.61, -0.04], [0.27, -0.01, -0.03], [-1.49, -0.12, 0.31], [-0.21, 0.16, 0.10], [-0.01, 0.06, 0.09], [-0.85, 0.95, -0.71], [-0.05, 0.01, -0.01], [-0.14, -0.15, -0.06], [-0.01, -0.01, 0.00], [-0.52, 2.25, 1.00], [-0.20, -0.31, 0.06], [-0.52, 1.69, 0.97], [-0.05, -0.02, -0.03], [-0.01, 0.03, 0.07], [0.38, -0.14, 0.00], [0.58, 0.08, 0.16], [-0.01, 0.03, -0.09], [0.18, 0.34, 0.42], [0.40, 0.13, 1.05], [0.01, 0.06, -0.08], [-0.21, -0.27, -0.08], [-0.01, 0.03, -0.10], [-0.01, 0.04, -0.01], [-1.09, -1.52, -2.09], [-0.06, 0.08, -0.17], [-0.07, -0.19, 0.12], [1.71, -2.61, 1.54], [-0.05, -0.02, 0.07], [0.03, -0.01, 0.03], [0.04, 0.26, 0.22], [0.66, -0.24, 0.09], [-0.07, -0.07, -0.01], [0.00, 0.01, -0.11], [0.10, 0.18, -0.09], [-0.07, -0.06, -0.10], [1.91, 1.09, -1.93], [0.44, -0.61, -0.05], [-0.13, 0.08, -0.04], [-0.03, 0.01, 0.05], [0.07, -0.02, 0.14], [0.04, 0.06, 0.01], [-0.11, 0.13, -0.11], [0.03, -0.11, 0.26], [0.13, -0.22, -0.30], [1.22, 1.71, 0.73], [-0.08, -0.03, 0.09], [0.00, 0.11, -0.05], [-0.09, 0.03, 0.10], [0.04, -0.06, 0.02], [-0.11, -0.56, -0.01], [-0.03, 0.05, 0.10], [0.08, -0.13, 0.15], [0.04, 0.01, 0.01], [0.49, 0.08, -0.06], [0.12, -0.67, 0.14], [-0.11, 0.01, 0.01], [0.04, -0.08, 0.08], [0.04, 0.06, -0.12], [0.11, 0.02, 0.03], [-0.26, -0.30, 0.41], [0.07, -0.11, 0.05]],
  "total_charge": 0,
  "homo_energy_ev": [-8.9, -8.9],
  "multiplicity": 1,
  "gap_ev": [7.34, 7.35]
}

=====

Number 1: energy -26666.4599 eV. Number 2: energy -56679.0702 eV. Number 3: energy -89678.3012 eV.